No. 1
Formula: CH3IN4
Source: OMol25
Level of theory: the ωB97M-V functional and the def2-TZVPD basis

```
9
CH3IN4, DFT the ωB97M-V functional and the def2-TZVPD basis
C -0.0695 -1.2497 -0.4565
N 0.0935 -1.3427 0.9569
N -0.9166 -0.9186 1.5071
N -1.8404 -0.4773 0.5754
N -1.4538 -0.6470 -0.6007
H 0.5843 -0.5236 -0.9238
H -0.0768 -2.1661 -1.0640
I 1.4775 3.0972 -0.4357
H 2.2017 4.2279 0.4411
```

Atom charges from the Löwdin analysis, given in e for atoms 1 to 2: number 1, C, carries -0.22; number 2, N, carries 0.02

No. 2
Formula: C14H38N4O10
Source: OMol25
Level of theory: the ωB97M-V functional and the def2-TZVPD basis

```
66
C14H38N4O10, DFT the ωB97M-V functional and the def2-TZVPD basis
C 0.2570 -0.0537 -1.7848
C -0.5329 -0.7445 -0.6812
N -1.1747 -0.0180 0.2320
O -0.5475 -1.9836 -0.5182
H 1.2784 0.0563 -1.4205
H -0.1128 0.9547 -1.9704
H 0.1464 -0.6921 -2.6613
H -1.8228 -0.3406 0.9362
H -1.2073 0.9682 0.0169
C 0.2657 -4.8609 0.9079
C 0.3663 -5.4293 -0.5017
N -0.4721 -4.9745 -1.3869
O 1.0458 -6.4053 -0.8253
H -0.6822 -5.0316 1.4181
H 0.8050 -3.9144 0.9447
H 0.8655 -5.5593 1.4916
H -0.8315 -4.0371 -1.2764
H -0.4643 -5.4952 -2.2522
C -2.2253 3.3703 -1.4651
C -1.6862 3.2367 -0.0974
N -0.5495 3.7568 0.1665
O -2.2104 2.5723 0.7709
H -2.8519 4.2612 -1.5068
H -2.7503 2.4230 -1.5881
H -1.4252 3.3777 -2.2053
H -0.0779 3.7205 1.0589
H -0.0455 4.1512 -0.6148
C 0.3008 -1.8404 3.5837
C 0.3477 -1.8560 5.0606
N -0.7724 -2.1628 5.6603
O 1.3665 -1.5807 5.6883
H 1.1854 -1.4417 3.0871
H -0.6015 -1.3467 3.2227
H 0.3458 -2.8632 3.2096
H -0.7211 -2.3569 6.6501
H -1.5275 -2.5284 5.0978
O 3.3795 1.8600 1.8006
C 3.8167 1.7454 0.4398
C 3.7910 3.1241 -0.2072
O 2.5618 3.6703 -0.2118
H 3.3780 0.9284 2.0324
H 4.8283 1.3402 0.4172
H 3.1576 1.0948 -0.1349
H 4.1860 3.1384 -1.2230
H 4.5073 3.8287 0.2155
H 2.1062 3.4139 0.5933
O -4.6207 -3.6956 -0.8020
C -4.3486 -2.5494 -0.1845
C -3.8117 -2.7924 1.1881
O -2.4566 -3.1159 1.2461
H -3.8070 -4.1804 -0.6456
H -3.5743 -2.0294 -0.7486
H -5.2799 -2.0026 -0.0372
H -4.5212 -3.3929 1.7574
H -3.8164 -1.8305 1.7010
H -1.8724 -2.5054 0.7904
O 1.4884 2.6200 -4.5471
C 2.4172 3.0394 -3.5638
C 2.2050 4.5014 -3.2313
O 0.8990 4.6880 -2.6847
H 0.6614 2.9503 -4.1885
H 2.2453 2.4815 -2.6433
H 3.4555 2.9124 -3.8703
H 2.1751 5.1331 -4.1192
H 3.0301 4.7775 -2.5748
H 0.5358 5.5142 -3.0119
```

Atom charges from the Löwdin analysis, given in e for atoms 1 to 2: number 1, C, carries 0.03; number 2, C, carries -0.53

Orbital gap: 9.53, 9.06 (eV)
Strongest force on any atom: 3.27, 5.23 (eV/Å)
LUMO level: -0.783, 0.029 (eV)